1.
{"formula": "C14H30N4O3S3", "method": "ωB97M-V with the def2-TZVPD basis set", "total_charge": 1, "fmax_ev_per_a": 5.2, "homo_ev": [-10.434, -10.434], "total_energy_ev": -59598.463, "multiplicity": 2, "gap_ev": [6.41, 1.51], "s_squared": 0.759, "elements": ["C", "C", "N", "H", "H", "H", "C", "C", "N", "H", "H", "H", "C", "C", "N", "H", "H", "H", "C", "C", "N", "H", "H", "H", "C", "S", "O", "C", "H", "H", "H", "H", "H", "H", "C", "S", "O", "C", "H", "H", "H", "H", "H", "H", "C", "S", "O", "C", "H", "H", "H", "H", "H", "H"], "coordinates": [[-4.550, -0.979, 1.979], [-5.710, -0.030, 1.873], [-6.640, 0.655, 1.859], [-3.620, -0.411, 1.991], [-4.554, -1.783, 1.244], [-4.639, -1.394, 2.983], [0.395, 0.247, -0.470], [-1.047, -0.029, -0.448], [-2.187, -0.334, -0.365], [0.856, -0.455, 0.224], [0.508, 1.251, -0.063], [0.728, 0.065, -1.492], [0.885, 4.966, 0.199], [2.180, 5.203, -0.408], [3.267, 5.359, -0.869], [0.125, 5.483, -0.386], [0.842, 5.442, 1.179], [0.726, 3.889, 0.153], [2.165, 1.037, -4.320], [2.944, -0.100, -4.916], [3.540, -0.991, -5.394], [1.545, 1.481, -5.099], [2.901, 1.729, -3.909], [1.466, 0.633, -3.588], [4.968, 0.428, -0.097], [4.353, -1.130, 0.612], [3.445, -1.718, -0.408], [5.890, -2.108, 0.776], [5.682, 0.944, 0.545], [4.130, 1.041, -0.429], [5.626, 0.226, -0.943], [6.830, -1.628, 1.049], [6.078, -2.678, -0.133], [5.701, -2.811, 1.587], [-0.305, -0.812, 3.136], [1.315, -0.281, 3.852], [1.007, 0.808, 4.895], [1.825, -1.877, 4.656], [-0.167, -1.727, 2.560], [-0.778, 0.028, 2.626], [-1.005, -1.143, 3.903], [2.824, -1.801, 5.085], [1.846, -2.700, 3.942], [1.030, -2.139, 5.355], [-5.451, 0.367, -2.169], [-6.059, -1.366, -1.811], [-7.225, -1.541, -2.747], [-4.633, -2.281, -2.631], [-4.872, 0.489, -3.084], [-4.794, 0.746, -1.387], [-6.159, 1.191, -2.252], [-4.989, -3.310, -2.680], [-3.720, -2.088, -2.069], [-4.518, -2.064, -3.693]]}

---

2.
{"formula": "C5H6N2O3S2", "method": "ωB97M-V with the def2-TZVPD basis set", "fmax_ev_per_a": 4.6, "homo_ev": -9.379, "total_energy_ev": -36071.845, "gap_ev": 8.78, "elements": ["C", "C", "C", "C", "C", "N", "N", "O", "O", "O", "S", "S", "H", "H", "H", "H", "H", "H"], "coordinates": [[0.233, 0.429, -0.467], [-1.860, -0.328, 0.287], [0.661, -0.755, 0.371], [1.935, -0.134, 1.731], [-1.747, 1.585, -1.268], [-1.132, 0.555, -0.460], [1.377, -1.768, -0.446], [0.787, -2.106, -1.442], [0.987, 1.154, -1.057], [2.439, -2.174, -0.070], [-3.478, -0.354, 0.423], [-0.801, -1.462, 1.119], [2.586, 0.515, 1.170], [2.390, -1.045, 2.075], [1.309, 0.365, 2.449], [-2.827, 1.506, -1.176], [-1.408, 2.564, -0.930], [-1.449, 1.452, -2.308]]}

---

3.
{"formula": "C15H64BNO28", "method": "ωB97M-V with the def2-TZVPD basis set", "fmax_ev_per_a": 12.6, "homo_ev": -9.492, "total_energy_ev": -76084.239, "gap_ev": 8.29, "elements": ["C", "C", "C", "C", "N", "C", "C", "C", "C", "C", "C", "C", "H", "H", "H", "H", "H", "H", "H", "H", "H", "H", "H", "H", "H", "H", "H", "H", "H", "H", "H", "H", "H", "H", "H", "H", "O", "C", "O", "B", "O", "C", "O", "O", "C", "O", "C", "O", "O", "O", "H", "H", "O", "H", "H", "O", "H", "H", "O", "H", "H", "O", "H", "H", "O", "H", "H", "O", "H", "H", "O", "H", "H", "O", "H", "H", "O", "H", "H", "O", "H", "H", "O", "H", "H", "O", "H", "H", "O", "H", "H", "O", "H", "H", "O", "H", "H", "O", "H", "H", "O", "H", "H", "O", "H", "H", "O", "H", "H"], "coordinates": [[-0.224, 2.816, 2.659], [-0.187, 1.346, 2.611], [0.231, 0.694, 1.196], [-0.026, -0.709, 0.836], [0.499, -1.261, -0.432], [2.038, -1.079, -0.532], [2.277, 0.121, -1.454], [0.942, 0.565, -2.100], [-0.086, -0.537, -1.584], [0.188, -2.785, -0.641], [-1.239, -3.298, -0.632], [-1.408, -4.780, -0.611], [-0.268, 3.135, 3.759], [-0.858, 3.360, 2.018], [0.659, 3.180, 2.045], [-1.198, 1.149, 2.601], [0.390, 0.921, 3.331], [1.288, 0.800, 1.090], [-0.321, 1.385, 0.550], [-0.918, -1.129, 1.152], [0.256, -1.388, 1.734], [2.633, -2.001, -0.753], [2.466, -0.848, 0.418], [2.926, -0.192, -2.225], [2.813, 0.951, -0.909], [0.978, 0.687, -3.227], [0.710, 1.432, -1.491], [-0.111, -1.244, -2.550], [-1.136, -0.154, -1.360], [0.873, -3.264, 0.099], [0.490, -3.084, -1.554], [-1.826, -2.691, -1.401], [-1.572, -3.069, 0.311], [-1.158, -5.405, -1.626], [-2.365, -5.153, -0.015], [-0.695, -5.283, 0.087], [-2.581, 5.057, 0.395], [-1.417, 5.296, 0.280], [-0.901, 6.296, 0.732], [0.491, 6.375, 0.214], [0.639, 5.278, -0.751], [-0.474, 4.636, -0.636], [-0.715, 3.593, -1.252], [1.445, 6.636, 1.283], [2.079, 7.747, 1.030], [2.729, 8.126, 1.939], [1.445, 8.276, -0.063], [0.547, 7.641, -0.606], [2.032, 9.180, -0.722], [4.210, -2.715, -2.556], [4.074, -3.789, -2.125], [4.844, -2.281, -1.972], [-0.574, -8.140, 1.947], [0.260, -8.390, 1.423], [-0.379, -7.335, 2.196], [4.830, 1.773, -3.930], [3.897, 2.137, -3.635], [5.133, 1.133, -3.144], [3.361, -1.444, -5.281], [3.478, -1.659, -4.339], [4.080, -2.118, -5.501], [-1.620, -0.032, -4.786], [-0.737, -0.205, -5.081], [-1.346, 0.880, -4.313], [-3.095, -6.873, 1.637], [-3.894, -7.417, 1.548], [-2.332, -7.279, 1.692], [1.521, 2.242, -5.518], [1.523, 2.948, -6.231], [1.729, 2.624, -4.701], [-4.417, -2.175, -1.098], [-5.327, -2.230, -1.327], [-3.983, -1.999, -1.912], [3.156, -2.765, 1.791], [3.304, -3.552, 1.975], [2.696, -2.472, 2.446], [-1.895, 2.262, -3.443], [-1.275, 3.021, -2.937], [-2.693, 2.638, -3.757], [0.032, -5.419, -3.691], [0.391, -4.516, -3.897], [0.940, -5.634, -3.196], [3.132, 4.061, 0.849], [3.478, 4.623, 1.642], [2.701, 4.740, 0.296], [-0.768, 1.625, 6.265], [-1.514, 2.129, 5.971], [-1.125, 0.751, 6.172], [-5.384, -4.852, 1.438], [-5.793, -5.454, 0.744], [-4.509, -5.207, 1.631], [-3.100, -1.349, 3.790], [-3.767, -0.629, 3.986], [-3.116, -1.497, 2.795], [-2.744, 2.937, 4.920], [-3.361, 2.106, 5.052], [-3.456, 3.513, 4.657], [-2.815, 1.464, -0.331], [-2.306, 2.139, -0.033], [-2.943, 1.691, -1.258], [-3.802, -0.748, 1.109], [-3.718, 0.146, 0.651], [-4.111, -1.463, 0.445], [3.861, 1.383, 1.390], [4.903, 1.293, 1.510], [3.443, 2.293, 1.117], [1.528, -1.795, 4.343], [2.255, -1.200, 4.697], [0.785, -1.287, 4.649]]}

---

4.
{"formula": "H2N2O2", "method": "ωB97M-V with the def2-TZVPD basis set", "fmax_ev_per_a": 4.0, "homo_ev": -11.561, "total_energy_ev": -7104.016, "gap_ev": 12.26, "elements": ["N", "N", "O", "O", "H", "H"], "coordinates": [[0.016, -0.713, 0.071], [-0.107, 0.632, -0.217], [-1.168, 1.063, -0.015], [0.878, 1.140, -0.747], [-0.548, -1.174, 0.712], [0.928, -0.948, 0.196]]}

---

5.
{"formula": "H3O2PS4", "method": "ωB97M-V with the def2-TZVPD basis set", "fmax_ev_per_a": 3.1, "homo_ev": -9.198, "total_energy_ev": -56772.982, "gap_ev": 8.64, "elements": ["O", "O", "P", "S", "S", "S", "S", "H", "H", "H"], "coordinates": [[1.352, -0.917, 1.046], [1.740, 1.826, -0.235], [-0.026, -1.276, 0.238], [-0.025, -0.091, -1.566], [1.904, 0.882, -1.302], [-2.900, -1.337, 1.283], [-1.307, -0.119, 1.476], [1.364, 0.066, 1.179], [1.510, 1.603, -2.331], [-3.612, -0.637, 0.212]]}